one:
A molecular structure, CH4N2O3. Source: the Open Molecules 2025 dataset; level of theory: the ωB97M-V functional and the def2-TZVPD basis.

```
10
Properties=species:S:1:pos:R:3:nbo_charge:R:1
C 0.0265 -0.0952 0.7131 0.0484
N 0.2176 0.1626 -0.6910 -0.8459
N -0.6578 -2.7560 1.1188 0.7427
O -0.0448 -3.7167 1.2929 -0.2270
O -1.7500 -2.4109 0.9259 -0.2675
O 0.4575 -1.3077 1.1569 -0.5359
H 0.6566 0.6174 1.2764 0.1936
H -1.0244 0.0906 0.9802 0.1719
H -0.5110 -0.2574 -1.2555 0.3566
H 1.1175 -0.2066 -0.9836 0.3632
```

Results
LUMO (alpha / beta)   -0.018 / -0.018 Ha


two:
A single CH4N2O3 molecule. Source: the Open Molecules 2025 dataset; level of theory: the ωB97M-V functional and the def2-TZVPD basis.

```
10
Properties=species:S:1:pos:R:3:nbo_charge:R:1
C -1.0214 -0.9569 0.1554 -0.4300
N -0.0521 -0.1727 0.7479 -0.3231
O 0.0376 0.9740 -0.1350 -0.2839
N 1.3238 1.1487 -0.6911 0.7371
O 2.0666 0.2636 -0.5612 -0.3363
O 1.4198 2.1519 -1.2740 -0.3378
H -0.8832 -0.8859 -0.9194 0.2195
H -0.6829 -1.8714 0.6012 0.2152
H -2.0539 -0.6976 0.3766 0.1747
H -0.1544 0.0461 1.6997 0.3646
```

Results
LUMO   0.031 Ha


According to the calculations, the structures order from most to least stable as one, two.


one:
2 unconnected molecules or ions with the total composition CH4N2O3. Source: the Open Molecules 2025 dataset; level of theory: the ωB97M-V functional and the def2-TZVPD basis.

```
10
Properties=species:S:1:pos:R:3:nbo_charge:R:1
C -0.1056 0.2307 0.2513 0.5036
N -1.2248 0.0477 -0.5657 -0.8421
N 1.0339 -0.5472 -0.2616 0.4879
O 1.1400 -0.5414 -1.4428 -0.3280
O 1.7230 -1.1023 0.5964 -0.4098
O -0.4014 -0.0612 1.5042 -0.6696
H 0.7620 1.7728 -0.1310 -0.0413
H -1.1794 0.4703 -1.4719 0.3911
H -2.1554 0.1709 -0.3378 0.4007
H 0.4076 -0.4403 1.8590 0.5074
```

Results
LUMO   -0.024 Ha


two:
A single CH4N2O3 molecule. Source: the Open Molecules 2025 dataset; level of theory: the ωB97M-V functional and the def2-TZVPD basis.

```
10
Properties=species:S:1:pos:R:3:nbo_charge:R:1
O -2.1630 0.0151 -0.0909 -0.6105
C -0.9697 0.1129 0.0106 0.7223
N -0.2496 -1.0698 0.2901 -0.3702
O 0.9354 -1.2773 -0.3395 -0.5587
N -0.2803 1.2529 -0.2316 -0.3496
O 1.0669 1.3438 0.1886 -0.5677
H -0.8651 -1.8854 0.2170 0.3765
H 1.5942 -1.3545 0.4459 0.4752
H -0.6710 2.1505 0.0091 0.3967
H 1.6023 0.7119 -0.4993 0.4860
```

Results
LUMO   0.016 Ha


According to the calculations, the structures order from most to least stable as two, one.


one:
A single C11H21N5O5 molecule. Source: the Open Molecules 2025 dataset; level of theory: the ωB97M-V functional and the def2-TZVPD basis.

```
42
Properties=species:S:1:pos:R:3:nbo_charge:R:1
H -4.1522 -0.6346 -1.5351 0.3326
N -4.6709 -1.3905 -1.0369 -0.8249
C -4.1626 -1.6987 0.1750 0.5751
N -4.6873 -2.7726 0.7888 -0.8044
N -3.1855 -1.1112 0.9284 -0.6475
C -2.6626 0.1976 0.4007 -0.2270
C -1.3655 -0.2037 -0.3379 -0.4448
C -0.9503 0.5624 -1.5009 -0.4101
C -0.1885 1.8852 -0.9581 -0.1578
N 0.9387 1.6957 -0.0036 -0.6102
C 2.1364 1.1742 -0.3121 0.6693
O 2.3524 0.8095 -1.4716 -0.6569
C 3.1560 0.9901 0.8049 -0.1461
N 2.3788 0.9268 2.0778 -0.8324
C 4.1545 -0.1471 0.4841 -0.4043
C 3.6056 -1.6146 0.4983 -0.5173
C 3.0137 -2.1640 -0.7789 0.7882
O 3.6421 -2.9145 -1.4503 -0.5588
O 1.8619 -1.6483 -1.2464 -0.7167
C -1.1781 2.8773 -0.3615 0.7964
O -1.1267 3.3274 0.7360 -0.5664
O -2.1247 3.0919 -1.3769 -0.6964
H -4.0963 -3.2823 1.4590 0.3668
H -5.0089 -3.3945 0.0529 0.3988
H -2.7317 -1.7058 1.6140 0.3943
H -2.4360 0.8732 1.3026 0.2062
H -3.5316 0.6629 -0.1688 0.2303
H -1.6219 -1.2385 -0.4500 0.2429
H -0.6343 -0.1614 0.4833 0.1978
H -0.1838 0.0818 -2.1920 0.2476
H -1.6949 0.8954 -2.2134 0.2414
H 0.2065 2.4533 -1.8378 0.2495
H 0.7817 1.9486 0.9392 0.4340
H 3.6984 1.9735 0.8730 0.2308
H 2.9121 0.4673 2.9157 0.3729
H 1.7227 0.1892 1.9922 0.3452
H 4.8484 -0.1986 1.3249 0.2155
H 4.7118 0.0060 -0.4971 0.2509
H 2.7652 -1.6555 1.2574 0.1989
H 4.4689 -2.2112 0.7317 0.2435
H 1.7605 -0.7021 -1.0960 0.4966
H -2.7220 3.7602 -1.0145 0.4963
```

Results
LUMO   0.009 Ha


two:
A single C11H21N5O5 molecule. Source: the Open Molecules 2025 dataset; level of theory: the ωB97M-V functional and the def2-TZVPD basis.

```
42
Properties=species:S:1:pos:R:3:nbo_charge:R:1
H -1.7138 1.7306 3.7163 0.3229
N -1.3801 1.9181 2.7438 -0.7428
C -0.6689 3.0370 2.8376 0.5569
N -0.4872 3.9567 3.8718 -0.8364
N -0.0022 3.3676 1.6842 -0.6354
C 0.1345 2.6895 0.4067 -0.1847
C 0.3810 1.0936 0.2638 -0.4268
C 1.5607 0.5550 1.0623 -0.4303
C 2.3647 -0.4618 0.2451 -0.1289
N 2.7595 0.0257 -1.0496 -0.8345
C 1.3133 -1.5885 0.0413 0.6949
O 1.2513 -2.6200 0.7537 -0.6393
N 0.6591 -1.3983 -1.1869 -0.7056
C -0.2490 -2.4307 -1.7852 -0.1701
C -1.6793 -1.7324 -1.9679 -0.4209
C -2.8429 -1.5519 -0.9888 -0.5186
C -2.3708 -1.1738 0.5133 0.7901
O -2.8696 -0.2028 1.0490 -0.5759
O -1.4971 -1.9541 1.0940 -0.6602
C 0.2290 -2.9616 -3.1756 0.7816
O -0.3953 -3.6119 -4.0887 -0.6061
O 1.4859 -2.5182 -3.4199 -0.6643
H -0.9036 4.7651 3.5480 0.3709
H -1.1134 3.7834 4.8126 0.3834
H 0.7275 4.0455 1.8337 0.3843
H -0.5929 3.0049 -0.4206 0.1942
H 1.1308 3.1106 0.0360 0.1765
H 0.4130 0.9070 -0.8338 0.1988
H -0.6535 0.6461 0.4405 0.2502
H 1.1898 0.3168 2.0369 0.2596
H 2.2486 1.4380 1.1459 0.1896
H 3.2382 -0.7793 0.8005 0.2076
H 3.3973 -0.6887 -1.4146 0.3709
H 3.5237 0.7032 -0.8778 0.3697
H 1.0938 -0.5122 -1.6668 0.4683
H -0.1260 -3.4110 -1.2376 0.2658
H -2.0298 -2.3837 -2.8236 0.2443
H -1.3521 -0.6820 -2.1954 0.2190
H -3.4697 -0.6601 -1.2332 0.2582
H -3.3524 -2.4883 -0.7276 0.2263
H -1.0151 -2.4738 0.4388 0.4996
H 1.6628 -2.8090 -4.2821 0.4971
```

Results
LUMO   0.015 Ha


According to the calculations, the structures order from most to least stable as one, two.


one:
2 unconnected molecules or ions with the total composition C5H5F. Source: the Open Molecules 2025 dataset; level of theory: the ωB97M-V functional and the def2-TZVPD basis.

```
11
Properties=species:S:1:pos:R:3:nbo_charge:R:1
C -2.5341 0.6345 -2.0853 -0.1286
C -1.4595 0.0670 -1.9379 -0.1640
C 1.0363 0.8430 1.1734 -0.5577
C 0.5898 -0.3372 0.7968 -0.0858
C -0.1998 -0.4589 -1.9762 0.2312
F 0.8661 0.3506 -2.4881 -0.3507
H -3.4628 1.0666 -1.8965 0.2288
H 1.8090 0.7476 2.0324 0.2324
H 0.8225 1.6263 0.5258 0.2249
H 0.7467 -1.3712 1.3370 0.1779
H 0.0133 -1.5086 -2.0896 0.1917
```

Results
LUMO (alpha / beta)   -0.023 / -0.003 Ha


two:
A single C5H5F molecule. Source: the Open Molecules 2025 dataset; level of theory: the ωB97M-V functional and the def2-TZVPD basis.

```
11
Properties=species:S:1:pos:R:3:nbo_charge:R:1
F 1.1863 0.7613 1.5476 -0.3174
C 0.5307 0.2711 0.4852 0.3900
C 0.3514 0.8531 -0.8221 -0.3102
C -0.8041 0.0020 -1.4620 -0.4912
C -0.8865 -1.1130 -0.5331 -0.1497
C -0.3568 -0.9136 0.6775 -0.2690
H 0.9912 1.4572 -1.4225 0.2227
H -0.5513 -0.4819 -2.3567 0.2384
H -1.7762 0.6497 -1.3494 0.2643
H -1.9021 -1.7003 -0.4615 0.1996
H -0.4462 -1.3742 1.5885 0.2226
```

Results
LUMO   0.027 Ha


According to the calculations, the structures order from most to least stable as two, one.


one:
A single C11H11NO2 molecule. Source: the Open Molecules 2025 dataset; level of theory: the ωB97M-V functional and the def2-TZVPD basis.

```
25
Properties=species:S:1:pos:R:3:nbo_charge:R:1
C 0.0093 0.6118 2.0246 -0.6053
C -0.4497 -0.0242 0.6761 -0.3205
C -1.0341 0.9447 -0.2689 0.0657
N -2.1996 1.5238 -0.2293 0.1264
C -2.9464 1.5952 1.0316 -0.4444
O -2.7497 2.1819 -1.1358 -0.4964
C -0.0716 0.7847 -1.8252 0.6136
O -0.1567 1.5523 -2.7422 -0.4750
C 0.9066 -0.2187 -1.3538 -0.2006
C 2.0128 -0.6255 -2.0965 -0.1374
C 2.6749 -1.8167 -1.7064 -0.2081
C 2.4430 -2.3555 -0.3972 -0.1614
C 1.3811 -1.8445 0.3414 -0.2358
C 0.6484 -0.7499 -0.0503 0.0755
H -0.6155 1.5752 2.1240 0.2242
H 1.1308 0.7007 2.0891 0.2263
H -0.2265 -0.1278 2.7970 0.2102
H -1.0659 -0.8293 0.9784 0.2260
H -2.8616 2.6102 1.5322 0.2242
H -3.9462 1.5813 0.7550 0.2322
H -2.7098 0.8310 1.6576 0.1944
H 2.2716 -0.1948 -3.0464 0.2278
H 3.3887 -2.2045 -2.3784 0.2143
H 2.9651 -3.1762 -0.0348 0.2140
H 1.2011 -2.3251 1.2582 0.2105
```

Results
LUMO (alpha / beta)   -0.014 / -0.014 Ha


two:
A molecular structure, C11H11NO2. Source: the Open Molecules 2025 dataset; level of theory: the ωB97M-V functional and the def2-TZVPD basis.

```
25
Properties=species:S:1:pos:R:3:nbo_charge:R:1
C 0.5898 -0.6339 3.0918 -0.2098
C 1.0209 0.4890 2.3484 -0.2080
C -0.3802 -1.4382 2.6146 -0.2069
C 0.2437 0.9091 1.2549 -0.1967
C -1.0832 -1.0960 1.4630 -0.1913
C -0.7820 0.0650 0.7922 -0.1295
C -0.5456 -1.0433 -2.4735 -0.0103
C 1.0286 1.1033 -2.1858 -0.4035
C 1.5613 -0.0399 -1.3334 -0.4298
C -1.3425 0.3664 -0.5475 0.5479
C 0.1936 -0.0873 -1.7533 -0.0869
N -1.7978 -1.1832 -2.2496 -0.0590
O -2.2523 -0.4416 -1.1697 -0.3867
O -1.5541 1.7244 -0.8918 -0.6970
H 1.1140 -0.9274 4.0469 0.2174
H 1.7369 1.2151 2.6627 0.2155
H -0.6027 -2.3294 3.0792 0.2132
H 0.6457 1.7022 0.6879 0.2158
H -1.9312 -1.6146 1.0427 0.2313
H -0.0773 -1.3609 -3.3474 0.2089
H 0.7638 1.9426 -1.6309 0.2260
H 1.2381 1.2018 -3.2112 0.2163
H 2.2232 -0.6601 -1.8653 0.2125
H 1.9616 0.0690 -0.3262 0.2374
H -1.9721 2.0677 -0.0986 0.4730
```

Results
LUMO   0.026 Ha


According to the calculations, the structures order from most to least stable as one, two.


one:
A gas-phase ion, C4H11NS2 (charge -1). Source: the Open Molecules 2025 dataset; level of theory: the ωB97M-V functional and the def2-TZVPD basis.

```
18
Properties=species:S:1:pos:R:3:nbo_charge:R:1
N -1.8969 0.9286 2.6201 -0.8297
C -1.0574 1.4807 1.5188 -0.2991
C -1.4697 1.0473 0.1593 -0.5097
S -1.5142 -0.8367 0.0083 -0.1492
S 0.4567 -1.2562 0.1367 -0.2791
C 0.9715 -1.0399 -1.6200 -0.5715
C 2.3938 -1.5546 -1.7997 -0.8212
H -1.5716 -0.0398 2.7211 0.3570
H -1.4523 1.3299 3.4614 0.3377
H -1.1721 2.5736 1.5583 0.1750
H 0.0115 1.2756 1.6621 0.1806
H -2.4591 1.4014 -0.1340 0.2098
H -0.7573 1.3158 -0.6181 0.2135
H 0.2582 -1.5367 -2.2714 0.2012
H 0.9879 0.0352 -1.8159 0.1893
H 3.0988 -1.0520 -1.1436 0.2048
H 2.7347 -1.4434 -2.8365 0.1857
H 2.4376 -2.6289 -1.6070 0.2050
```

Results
LUMO (alpha / beta)   0.126 / 0.130 Ha
Multiplicity   2
Charge   -1


two:
A gas-phase ion, C4H11NS2 (charge -1). Source: the Open Molecules 2025 dataset; level of theory: the ωB97M-V functional and the def2-TZVPD basis.

```
18
Properties=species:S:1:pos:R:3:nbo_charge:R:1
S -0.8559 0.1783 -2.2060 -0.5994
S -1.9527 -0.0688 -0.0791 -0.3225
C -0.8984 0.2759 1.4666 -0.5315
C 0.2717 1.2420 1.2739 -0.4386
C 1.5901 0.3712 1.4060 -0.2037
N 1.5421 -0.8053 0.5647 -0.6473
C 2.8739 -1.3942 0.2869 -0.4195
H -1.5713 1.2651 -2.5255 0.1050
H -0.6234 -0.6994 1.8329 0.2058
H -1.6469 0.6776 2.1671 0.1967
H 0.3535 2.1592 1.8543 0.1949
H 0.2975 1.4911 0.1942 0.2206
H 2.5034 0.9560 1.3318 0.1490
H 1.4760 0.1607 2.4861 0.1546
H 1.0995 -0.5550 -0.3153 0.3855
H 2.9234 -2.3014 0.8885 0.1885
H 3.6711 -0.7150 0.6446 0.1597
H 3.0261 -1.3663 -0.7891 0.2022
```

Results
LUMO (alpha / beta)   0.137 / 0.133 Ha
Multiplicity   2
Charge   -1


According to the calculations, the structures order from most to least stable as two, one.